Density functional theory data (ωB97M-V/def2-TZVPD) for a molecular structure, C21H25FIrN6O2.

```
56
Properties=species:S:1:pos:R:3:forces:R:3:nbo_charge:R:1
Ir 0.993 -0.926 -0.358 -0.11 0.43 -0.07 1.66
O 0.378 -1.170 1.483 0.27 -0.04 -0.26 -0.67
C 0.399 -2.402 2.048 -0.07 0.01 0.09 0.30
C 0.924 -2.506 3.324 -0.03 -0.02 -0.05 -0.22
C 0.972 -3.727 3.987 0.00 0.00 0.00 -0.21
C 0.484 -4.877 3.360 0.02 -0.02 0.04 -0.24
C -0.041 -4.800 2.096 -0.01 0.06 -0.06 -0.16
C -0.112 -3.567 1.380 0.02 -0.16 0.17 -0.18
C -0.649 -3.553 0.103 -0.11 0.28 -0.13 0.02
N -0.701 -2.340 -0.619 0.18 -0.31 -0.15 -0.32
N -1.732 -2.090 -1.363 -0.08 0.26 0.10 -0.27
C -1.741 -0.774 -1.724 0.04 -0.14 0.15 0.56
O -0.912 0.044 -1.240 0.00 0.04 -0.15 -0.71
C -2.766 -0.339 -2.685 -0.05 -0.02 -0.03 -0.07
C -3.793 -1.198 -3.077 0.00 0.01 -0.02 -0.18
C -4.749 -0.763 -3.979 0.00 0.00 0.00 -0.22
C -4.686 0.525 -4.496 -0.01 0.00 -0.01 -0.19
C -3.664 1.381 -4.109 0.00 0.00 0.00 -0.22
C -2.707 0.952 -3.205 -0.01 -0.01 0.01 -0.19
H 1.294 -1.604 3.794 0.00 0.00 0.00 0.21
H 1.386 -3.783 4.985 0.00 0.00 0.00 0.21
H 0.518 -5.828 3.874 0.00 0.00 -0.01 0.22
H -0.423 -5.688 1.608 0.00 -0.01 0.01 0.21
H -1.027 -4.439 -0.390 0.04 -0.05 0.03 0.20
H -3.833 -2.197 -2.667 0.01 0.01 0.00 0.23
H -5.547 -1.430 -4.280 0.00 0.00 0.00 0.22
H -5.435 0.861 -5.202 0.00 0.00 0.00 0.21
H -3.611 2.382 -4.516 0.00 0.00 0.00 0.21
H -1.901 1.603 -2.897 0.00 0.00 0.00 0.23
C -0.107 1.852 0.979 -0.01 -0.05 0.03 -0.09
N 1.128 1.334 0.327 -0.17 -0.03 0.11 -0.47
C 2.239 1.449 1.303 0.04 -0.04 -0.01 -0.08
N 2.435 2.825 1.726 0.01 0.00 -0.02 -0.46
C 1.190 3.304 2.333 0.00 0.02 0.02 -0.08
N 0.065 3.233 1.401 0.00 0.01 -0.03 -0.46
C 0.391 4.038 0.221 -0.02 0.00 -0.01 -0.08
N 1.617 3.578 -0.436 0.01 0.01 -0.01 -0.46
C 1.437 2.193 -0.845 -0.03 -0.04 0.00 -0.08
C 2.709 3.639 0.537 0.00 0.01 0.01 -0.08
H -0.319 1.216 1.839 0.00 0.02 -0.01 0.22
H -0.922 1.771 0.264 0.01 0.02 0.00 0.23
H 3.150 1.075 0.832 0.00 0.01 0.00 0.21
H 1.998 0.819 2.161 0.00 0.01 -0.01 0.22
H 1.327 4.339 2.649 0.00 0.00 0.00 0.20
H 0.964 2.695 3.211 0.00 0.00 0.00 0.20
H 0.522 5.078 0.526 0.01 0.00 0.00 0.20
H -0.437 3.980 -0.488 0.00 0.00 0.00 0.20
H 2.344 1.815 -1.317 0.01 0.01 0.00 0.22
H 0.615 2.098 -1.553 -0.01 0.03 0.01 0.23
H 2.852 4.675 0.847 0.00 0.00 -0.01 0.20
H 3.627 3.284 0.065 0.00 0.00 0.00 0.20
C 2.820 -1.737 0.038 0.11 -0.18 0.04 -0.89
H 2.780 -2.798 -0.229 -0.02 0.02 -0.02 0.23
H 3.058 -1.660 1.101 -0.01 0.01 -0.01 0.22
H 3.580 -1.251 -0.575 0.00 0.02 0.03 0.22
F 1.620 -0.590 -2.154 0.00 -0.17 0.22 -0.62
```
Forces are in eV/Å.

Kohn-Sham gap (spin up / spin down)   6.752 / 6.798 eV
Expectation value of S²   8.80
Multiplicity   6
Energy   -1498.26125 hartree
Total charge   0
Highest occupied orbital energy (spin up / spin down)   -6.15 / -8.89 eV

Density functional theory data (ωB97M-V/def2-TZVPD) for a molecular structure, C7H32B2FeO13S2 at a distorted geometry.

```
57
Properties=species:S:1:pos:R:3:forces:R:3:nbo_charge:R:1
Fe -1.529 1.395 -0.896 -0.84 -2.61 1.19 1.57
S -0.648 3.799 -1.650 1.17 1.57 -0.30 2.58
O 0.123 3.885 -2.889 -0.47 -0.14 0.65 -0.73
O -0.221 2.806 -0.674 5.30 0.24 2.62 -1.01
O -0.940 5.058 -1.040 0.06 0.63 -0.26 -0.88
O -1.849 2.997 -1.885 -4.92 2.06 -4.63 -0.73
S -1.433 0.387 -3.328 1.03 -2.23 -5.89 2.63
O -1.478 1.435 -4.346 -0.36 -0.50 0.58 -0.97
O -0.477 0.646 -2.302 8.65 1.72 2.02 -1.01
O -2.460 0.485 -2.317 -7.99 -0.33 0.73 -1.04
O -1.225 -0.957 -3.842 -0.78 0.86 -0.24 -0.97
B -3.219 1.789 0.358 -1.16 -0.04 0.84 -0.75
H -3.898 2.366 0.967 -2.51 2.02 2.03 0.03
H -3.074 0.778 0.705 0.48 -3.57 1.48 0.04
H -3.518 1.743 -0.678 -1.59 -0.09 -3.89 0.05
H -2.287 2.332 0.358 3.34 2.55 1.08 -0.01
B -0.567 -0.054 0.410 0.99 -0.91 0.61 -0.78
H 0.299 -0.315 -0.179 3.24 -0.70 -1.84 0.01
H -1.460 -0.280 -0.153 -3.25 -1.45 -1.98 0.02
H -0.632 -0.652 1.305 -0.68 -1.86 3.28 0.01
H -0.578 0.988 0.692 0.37 3.68 1.29 0.03
C 0.809 2.514 2.525 0.04 -0.24 0.23 -0.23
O 0.476 3.596 1.738 0.20 1.66 0.07 -0.76
H -0.087 1.904 2.642 0.32 -0.60 0.27 0.18
H 1.641 1.989 2.055 -0.04 -0.64 0.18 0.15
H 1.154 2.870 3.495 -0.04 0.02 0.19 0.15
H 0.509 3.318 0.820 -0.38 -0.02 -0.33 0.49
C -3.925 -1.884 -0.823 0.30 0.38 0.46 -0.25
O -4.093 -1.486 -2.154 -1.60 -1.27 0.12 -0.76
H -4.240 -1.159 -0.072 0.08 0.72 -0.12 0.16
H -4.551 -2.726 -0.530 0.08 -0.55 -0.70 0.14
H -2.871 -2.087 -0.631 0.10 -0.35 0.18 0.17
H -3.605 -0.675 -2.311 0.46 0.43 0.13 0.50
C -0.060 -3.585 -0.657 -0.85 0.69 -0.88 -0.25
O -0.195 -2.419 -1.474 0.33 -1.19 0.41 -0.73
H -0.614 -3.439 0.271 0.32 -0.12 0.38 0.17
H -0.576 -4.386 -1.186 0.18 -0.24 -0.06 0.16
H 0.986 -3.852 -0.505 0.12 -0.09 0.28 0.14
H -0.182 -1.686 -0.854 0.03 0.56 -0.24 0.50
C 2.626 0.757 -1.317 -0.95 0.36 -0.15 -0.26
O 3.149 1.703 -2.244 0.48 0.03 -0.08 -0.72
H 1.721 1.129 -0.837 0.06 0.29 0.02 0.18
H 2.255 -0.075 -1.915 0.39 -0.28 0.23 0.21
H 3.319 0.498 -0.517 0.31 -0.35 -0.19 0.14
H 3.763 2.294 -1.801 -0.18 0.00 0.12 0.45
C 3.472 -0.845 2.447 -0.15 0.29 -0.43 -0.64
C 2.527 -1.967 1.961 0.18 0.16 1.11 0.10
C 2.964 -3.337 2.526 -0.46 0.32 -0.80 -0.62
O 1.214 -1.754 2.447 0.54 -0.50 0.37 -0.76
H 3.123 0.169 2.250 -0.62 -0.12 -0.29 0.22
H 4.409 -0.870 1.891 0.37 -0.37 0.31 0.19
H 3.612 -0.845 3.528 0.24 -0.44 0.04 0.20
H 2.548 -1.991 0.872 -0.09 -0.03 -0.17 0.17
H 2.829 -3.362 3.607 0.38 0.17 0.05 0.20
H 3.970 -3.586 2.187 0.18 0.03 0.36 0.19
H 2.300 -4.106 2.132 -0.09 0.00 -0.12 0.21
H 0.696 -1.251 1.814 -0.29 0.38 -0.34 0.52
```
Forces are in eV/Å.

Kohn-Sham gap (spin up / spin down)   8.079 / 4.312 eV
Expectation value of S²   12.02
Multiplicity   7
Energy above the lowest of the compared OMol25 structures with the same formula, charge and spin   68.4 kJ/mol
Energy   -3373.50404 hartree
Total charge   -2
Highest occupied orbital energy (spin up / spin down)   -3.51 / -3.39 eV

Density functional theory data (ωB97M-V/def2-TZVPD) for a gas-phase ion, C2H8N3 (charge +1) at a distorted geometry.

```
13
Properties=species:S:1:pos:R:3:forces:R:3:nbo_charge:R:1
C -1.674 -0.215 -0.517 0.97 1.52 -1.03 -0.43
N -0.555 0.717 -0.386 0.74 -0.90 0.82 -0.40
C 0.753 0.112 -0.169 -1.48 0.43 -1.09 0.11
N 1.502 0.663 0.990 0.26 -0.29 0.07 -0.66
N 0.559 -1.243 0.045 0.49 0.25 0.39 -0.24
H -1.800 -0.847 0.356 -0.32 0.03 0.29 0.25
H -2.506 0.423 -0.827 -0.20 -0.65 0.31 0.25
H -1.360 -0.899 -1.330 -0.20 -0.23 0.07 0.25
H -0.786 1.628 -0.013 0.36 0.09 0.02 0.42
H 1.007 1.213 1.683 -0.52 -0.45 -0.07 0.42
H 2.059 -0.072 1.405 0.19 0.24 0.32 0.40
H 1.391 0.296 -1.060 -0.37 -0.16 -0.19 0.26
H 1.409 -1.778 -0.177 0.09 0.12 0.09 0.37
```
Forces are in eV/Å.

Kohn-Sham gap   6.171 eV
Energy above the lowest of the compared OMol25 structures with the same formula, charge and spin   631.3 kJ/mol
Energy   -244.82716 hartree
Total charge   +1
Highest occupied orbital energy   -14.86 eV

Density functional theory data (ωB97M-V/def2-TZVPD) for 2 unconnected molecules or ions with the total composition C30H28O6 at a distorted geometry.

```
64
Properties=species:S:1:pos:R:3:forces:R:3:nbo_charge:R:1
C 1.008 0.616 6.167 -0.52 -0.08 0.55 -0.07
C 2.010 0.684 5.011 0.42 -0.19 0.17 -0.46
C 1.173 1.163 3.867 -0.84 0.52 -0.27 -0.13
C -0.148 1.359 4.347 0.30 -0.47 0.25 0.50
O -0.316 1.044 5.656 0.96 0.16 -1.21 -0.46
C -1.166 1.884 3.542 0.05 0.11 0.37 -0.31
C -0.863 2.255 2.253 0.33 -0.27 -0.46 -0.07
C 0.408 1.924 1.668 0.22 0.08 0.09 -0.18
C 0.755 2.055 0.294 -0.19 1.14 0.54 0.14
C -0.031 2.574 -0.774 -0.35 -0.06 -0.41 -0.17
C 0.619 3.295 -1.829 0.13 -0.19 -0.04 -0.11
C -0.099 3.799 -2.894 -0.82 -0.34 0.61 -0.04
C -1.508 3.649 -2.882 0.15 -0.04 -0.10 0.39
O -2.142 4.212 -3.941 1.23 -0.13 0.41 -0.45
C -1.096 4.816 -4.797 -0.76 0.14 -0.15 -0.06
C 0.265 4.515 -4.161 0.38 0.16 -0.32 -0.47
C -2.183 2.965 -1.865 0.13 0.28 -0.36 -0.28
C -1.446 2.393 -0.854 0.36 0.36 0.40 -0.07
C 1.441 1.458 2.551 -0.01 -0.05 0.22 -0.07
H 0.883 -0.395 6.574 -0.05 0.28 -0.20 0.21
H 1.269 1.288 6.995 -0.19 -0.11 -0.27 0.20
H 2.828 1.365 5.260 -0.07 -0.02 -0.16 0.23
H 2.448 -0.300 4.831 -0.05 0.10 -0.13 0.24
H -2.143 2.017 3.988 0.01 0.25 -0.14 0.24
H -1.572 2.854 1.679 0.09 -0.47 0.14 0.23
H 1.817 1.879 0.065 -0.43 0.08 0.08 0.22
H 1.691 3.498 -1.738 -0.31 -0.29 -0.19 0.22
H -1.216 4.387 -5.799 0.03 0.04 0.34 0.20
H -1.306 5.892 -4.859 -0.02 -0.32 0.11 0.19
H 0.826 5.440 -4.001 -0.01 -0.12 0.10 0.23
H 0.854 3.893 -4.844 0.01 -0.02 0.29 0.24
H -3.260 2.914 -1.910 -0.07 -0.26 0.04 0.24
H -1.947 1.814 -0.080 0.14 -0.07 -0.37 0.24
H 2.466 1.403 2.175 -0.35 -0.33 -0.02 0.23
C -1.544 -3.796 -2.170 0.08 -0.03 0.03 -0.67
C -2.461 -2.740 -1.550 -0.14 0.87 0.37 0.54
C -3.873 -2.857 -2.132 0.34 0.15 0.28 -0.62
O -2.582 -2.888 -0.128 -0.19 -0.42 -0.62 -0.55
C -1.466 -2.558 0.610 1.44 0.93 0.00 0.76
O -1.187 -3.192 1.618 -0.87 -0.16 -0.04 -0.68
C -0.644 -1.465 0.133 -2.02 -1.09 -1.57 -0.51
C 0.663 -1.336 0.790 0.93 -0.30 0.41 -0.44
C 1.682 -2.416 0.380 -0.49 0.77 0.28 0.09
C 2.498 -2.167 -0.719 0.35 -0.24 -0.10 -0.27
C 3.470 -3.099 -1.093 -0.11 -0.06 0.16 -0.21
C 3.621 -4.293 -0.376 -0.14 0.26 0.04 -0.25
C 2.783 -4.541 0.717 0.00 0.15 -0.11 -0.22
C 1.808 -3.611 1.090 0.25 -0.17 -0.07 -0.24
C -0.846 -0.990 -1.210 0.65 -0.88 2.01 0.75
O -0.051 -0.259 -1.782 -0.07 0.77 -0.81 -0.72
O -1.996 -1.392 -1.850 -0.34 -0.69 -0.44 -0.56
H -0.519 -3.766 -1.765 -0.40 0.06 -0.10 0.24
H -1.984 -4.788 -1.981 0.24 0.33 0.01 0.22
H -1.514 -3.637 -3.261 0.07 -0.01 0.41 0.22
H -4.525 -2.117 -1.654 0.12 -0.15 -0.12 0.22
H -3.841 -2.682 -3.212 0.00 -0.01 0.21 0.21
H -4.260 -3.864 -1.938 0.06 0.22 -0.02 0.22
H 1.072 -0.343 0.575 0.16 -0.37 0.01 0.19
H 0.479 -1.424 1.867 0.24 0.13 0.01 0.22
H 2.358 -1.234 -1.274 0.10 -0.35 0.14 0.22
H 4.120 -2.875 -1.934 -0.06 -0.12 0.05 0.20
H 4.393 -5.014 -0.660 -0.28 0.25 0.10 0.21
H 2.898 -5.457 1.297 -0.05 0.15 -0.18 0.21
H 1.130 -3.813 1.922 0.24 0.10 -0.25 0.24
```
Forces are in eV/Å.

Kohn-Sham gap   3.745 eV
Energy   -1611.35726 hartree
Total charge   0
Highest occupied orbital energy   -6.14 eV

Among the records above, which one has the highest total charge? C2H8N3

Which value of energy does entry 4 give? -1611.35726 hartree

Copy entry 3 word for word.
Density functional theory data (ωB97M-V/def2-TZVPD) for a gas-phase ion, C2H8N3 (charge +1) at a distorted geometry.

```
13
Properties=species:S:1:pos:R:3:forces:R:3:nbo_charge:R:1
C -1.674 -0.215 -0.517 0.97 1.52 -1.03 -0.43
N -0.555 0.717 -0.386 0.74 -0.90 0.82 -0.40
C 0.753 0.112 -0.169 -1.48 0.43 -1.09 0.11
N 1.502 0.663 0.990 0.26 -0.29 0.07 -0.66
N 0.559 -1.243 0.045 0.49 0.25 0.39 -0.24
H -1.800 -0.847 0.356 -0.32 0.03 0.29 0.25
H -2.506 0.423 -0.827 -0.20 -0.65 0.31 0.25
H -1.360 -0.899 -1.330 -0.20 -0.23 0.07 0.25
H -0.786 1.628 -0.013 0.36 0.09 0.02 0.42
H 1.007 1.213 1.683 -0.52 -0.45 -0.07 0.42
H 2.059 -0.072 1.405 0.19 0.24 0.32 0.40
H 1.391 0.296 -1.060 -0.37 -0.16 -0.19 0.26
H 1.409 -1.778 -0.177 0.09 0.12 0.09 0.37
```
Forces are in eV/Å.

Kohn-Sham gap   6.171 eV
Energy above the lowest of the compared OMol25 structures with the same formula, charge and spin   631.3 kJ/mol
Energy   -244.82716 hartree
Total charge   +1
Highest occupied orbital energy   -14.86 eV